Below is a cluster of 6 separate species, C19H40BrO15S in total, with properties calculated with the ωB97M-V functional and the def2-TZVPD basis.

The geometry in XYZ format:
```
76
Properties=species:S:1:pos:R:3
C -0.055 -7.870 3.685
S -1.119 -6.376 3.722
C -0.063 -4.903 4.111
C 1.322 -4.948 3.430
C 1.140 -4.924 1.894
Br 2.378 -3.458 4.124
H 0.712 -7.708 4.444
H -0.629 -8.769 3.887
H 0.454 -7.896 2.721
H -1.597 -6.160 2.457
H -0.014 -4.813 5.199
H -0.649 -4.042 3.770
H 1.800 -5.887 3.710
H 0.904 -5.932 1.524
H 2.034 -4.606 1.364
H 0.271 -4.302 1.659
C 3.270 -0.489 5.449
O 3.885 0.764 5.709
C 3.998 1.533 4.623
O 3.633 1.241 3.519
O 4.583 2.666 4.984
C 4.772 3.594 3.912
H 3.227 -1.032 6.391
H 2.255 -0.351 5.076
H 3.864 -1.066 4.738
H 3.814 3.888 3.484
H 5.417 3.170 3.144
H 5.255 4.475 4.326
C -1.057 -3.216 -3.799
O -0.516 -2.065 -3.145
C -0.211 -2.253 -1.869
O -0.350 -3.275 -1.248
O 0.275 -1.112 -1.388
C 0.640 -1.193 -0.016
H -1.264 -2.935 -4.828
H -0.338 -4.034 -3.797
H -1.989 -3.524 -3.327
H 1.426 -1.935 0.125
H -0.227 -1.433 0.599
H 1.022 -0.220 0.282
C 3.325 8.117 3.121
O 4.353 9.103 3.082
C 5.585 8.603 3.123
O 5.872 7.440 3.187
O 6.441 9.618 3.081
C 7.813 9.224 3.118
H 2.375 8.644 3.082
H 3.395 7.453 2.260
H 3.373 7.546 4.047
H 8.059 8.604 2.257
H 8.037 8.696 4.044
H 8.407 10.133 3.078
C -5.567 -1.458 -5.630
O -5.935 -2.295 -6.726
C -4.896 -2.795 -7.388
O -3.740 -2.590 -7.138
O -5.361 -3.557 -8.373
C -4.344 -4.158 -9.173
H -6.484 -1.107 -5.166
H -4.994 -2.022 -4.893
H -4.998 -0.597 -5.976
H -3.719 -4.816 -8.571
H -3.736 -3.397 -9.660
H -4.845 -4.748 -9.935
C -3.112 1.699 -3.612
O -3.724 2.687 -2.782
C -5.055 2.649 -2.787
O -5.735 1.881 -3.407
O -5.496 3.612 -1.983
C -6.919 3.688 -1.895
H -2.037 1.830 -3.524
H -3.374 0.697 -3.275
H -3.401 1.839 -4.653
H -7.330 2.764 -1.492
H -7.354 3.904 -2.870
H -7.153 4.504 -1.217
```

Summary:
Net charge   +1
Multiplicity   1
Lowest unoccupied orbital energy   -3.45 eV
HOMO-LUMO gap   8.64 eV
Highest occupied orbital energy   -12.1 eV

=====

Below is a structure of composition C19H40N5O2S2Si2Tl, with properties calculated with the ωB97M-V functional and the def2-TZVPD basis.

The geometry in XYZ format:
```
71
Properties=species:S:1:pos:R:3
Tl 0.109 0.459 -2.113
N -2.703 3.595 -0.830
C -2.141 2.467 -0.277
S -2.598 0.985 -1.071
N -1.407 2.715 0.759
N -0.649 1.766 1.395
C -0.615 2.019 2.650
C 0.311 1.458 3.633
C 0.471 2.156 4.832
C 1.419 1.788 5.773
C 2.255 0.711 5.522
C 2.103 -0.020 4.351
C 1.127 0.349 3.460
O 0.873 -0.468 2.327
H -3.547 3.461 -1.357
H -2.628 4.433 -0.276
H -1.230 2.841 3.020
H -0.161 3.017 5.010
H 1.512 2.350 6.692
H 3.018 0.427 6.233
H 2.713 -0.882 4.133
N -0.544 -1.503 -0.465
C -0.953 -2.640 -1.274
C 0.236 -3.181 -2.046
N 0.805 -2.148 -2.916
H 0.089 -1.806 0.276
H -1.350 -1.039 -0.051
H -1.714 -2.282 -1.976
H -1.396 -3.451 -0.684
H -0.070 -4.085 -2.588
H 1.010 -3.471 -1.332
H 0.283 -2.035 -3.777
H 1.770 -2.348 -3.141
C -3.997 -1.118 -3.680
S -2.630 -1.146 -4.866
C -2.415 -2.928 -4.949
O -1.414 -0.627 -4.158
H -4.308 -2.122 -3.402
H -4.828 -0.574 -4.124
H -3.633 -0.567 -2.814
H -3.290 -3.373 -5.421
H -2.276 -3.324 -3.943
H -1.533 -3.115 -5.558
C 1.188 -4.837 2.453
Si 0.958 -3.137 3.226
C -0.868 -2.850 3.589
C 1.756 -3.290 4.935
C 1.575 -1.849 2.077
Si 3.228 -1.681 1.307
C 3.730 -3.362 0.635
C 4.695 -1.113 2.360
C 3.160 -0.419 -0.088
H 0.593 -5.568 3.004
H 2.228 -5.160 2.506
H 0.884 -4.867 1.406
H -1.211 -3.548 4.357
H -1.497 -2.994 2.710
H -1.041 -1.841 3.972
H 1.346 -4.163 5.451
H 1.573 -2.418 5.564
H 2.838 -3.432 4.861
H 0.829 0.070 1.509
H 3.923 -4.059 1.452
H 4.651 -3.273 0.056
H 2.962 -3.804 -0.001
H 4.873 -1.791 3.200
H 4.555 -0.109 2.765
H 5.603 -1.098 1.752
H 2.361 -0.637 -0.798
H 4.103 -0.413 -0.641
H 3.016 0.600 0.289
```

Summary:
Energy relative to the best compared isomer or geometry (same formula, charge and spin)   281.3 kJ/mol
Multiplicity   1
Lowest unoccupied orbital energy   0.31 eV
HOMO-LUMO gap   7.42 eV
Highest occupied orbital energy   -7.1 eV

=====

Below is a structure of composition C19H40NiOP2, with properties calculated with the ωB97M-V functional and the def2-TZVPD basis.

The geometry in XYZ format:
```
63
Properties=species:S:1:pos:R:3
P 0.372 -2.212 -2.646
P 0.646 1.826 -1.923
C -0.049 -0.593 -3.364
C 0.993 0.517 -3.164
H -1.015 -0.324 -2.824
H -0.299 -0.715 -4.432
H 2.009 0.128 -2.988
H 1.043 1.082 -4.105
C -0.126 3.102 -2.976
H -0.417 3.960 -2.356
H -1.002 2.715 -3.511
H 0.614 3.428 -3.716
C 2.190 2.544 -1.400
H 2.507 3.256 -2.175
H 2.985 1.795 -1.291
H 2.077 3.096 -0.460
C -0.744 -3.447 -3.356
H -0.820 -4.310 -2.680
H -0.388 -3.805 -4.328
H -1.751 -3.031 -3.489
C 2.063 -2.780 -2.794
H 2.765 -1.943 -2.791
H 2.199 -3.328 -3.732
H 2.313 -3.452 -1.967
Ni 1.758 -0.067 3.271
C -0.834 1.293 -0.990
C -1.929 0.670 -1.771
C -3.003 -0.062 -1.063
C -2.515 -1.171 -0.046
C -1.651 -2.131 -0.722
C -0.232 -2.041 -0.987
C 0.586 -0.848 -0.283
C -0.152 0.426 0.117
C 2.271 -1.813 3.706
H -1.224 2.183 -0.462
H -2.247 1.171 -2.692
H -3.608 -0.610 -1.813
H -3.729 0.583 -0.529
H -2.174 -0.742 0.913
H -3.399 -1.745 0.274
H -2.112 -3.092 -0.987
H 0.208 -2.981 -0.580
H 1.476 -0.585 -0.889
H 1.030 -1.282 0.635
H -0.823 0.257 0.968
H 0.621 1.068 0.571
H 2.794 -1.739 4.675
H 2.985 -2.086 2.911
H 1.415 -2.516 3.758
C -0.957 2.623 3.826
C -0.066 1.396 4.012
C 0.954 1.597 5.138
C -0.924 0.153 4.234
O 0.664 1.275 2.833
H -1.561 2.820 4.718
H -1.628 2.467 2.973
H -0.341 3.503 3.610
H 0.440 1.816 6.079
H 1.620 0.729 5.304
H 1.591 2.458 4.906
H -1.564 -0.015 3.360
H -0.321 -0.751 4.389
H -1.582 0.279 5.101
```

Summary:
Expectation value of S²   2.02
Energy relative to the best compared isomer or geometry (same formula, charge and spin)   523.8 kJ/mol
Multiplicity   3
Lowest unoccupied orbital energy (alpha / beta)   -0.22 / -0.22 eV
HOMO-LUMO gap (alpha / beta)   5.16 / 4.54 eV
Highest occupied orbital energy (alpha / beta)   -5.4 / -4.8 eV

=====

Among the records above, which one has the highest multiplicity?
C19H40NiOP2

=====

Which value of multiplicity does entry 2 give?
1

=====

Which of these has the highest multiplicity?
C19H40NiOP2